DFT (ωB97M-V with the def2-TZVPD basis set) results for C7H6 in the gas phase at a distorted geometry.

Summary:
**Energy above the lowest of the compared OMol25 structures with the same formula, charge and spin**: 468.71 kJ/mol
**Frontier orbital gap (alpha / beta)**: 8.1 / 8.1 eV
**Largest force on an atom**: 0.1001 hartree/bohr
**Structure (SMILES)**: C1=C=C2C[C@H]2CC=1
**Charge**: 0
**DFT total energy**: -7348.6411 eV

Positions of all 13 atoms, in Å:
C 1.465 1.231 0.087
C 2.110 0.087 0.104
C 0.269 -1.561 -0.164
C 1.463 -1.083 0.056
C -0.107 1.090 -0.091
C -1.099 -1.562 0.346
C -0.648 -0.265 -0.412
H 1.712 2.304 0.200
H -0.580 1.628 0.892
H -0.530 1.836 -0.776
H -1.798 -2.053 -0.127
H -1.342 -1.496 1.369
H -0.916 -0.156 -1.485

natural (NBO) population analysis, charges in e, atoms 1 to 5:
1 C -0.165
2 C -0.168
3 C -0.129
4 C 0.171
5 C -0.475

---

DFT (ωB97M-V with the def2-TZVPD basis set) results for C7H6 in the gas phase at a distorted geometry.

Summary:
**Energy above the lowest of the compared OMol25 structures with the same formula, charge and spin**: 256.38 kJ/mol
**Frontier orbital gap**: 9.9 eV
**Largest force on an atom**: 0.0751 hartree/bohr
**Structure (SMILES)**: C#C/C=C\CC#C
**Charge**: 0
**DFT total energy**: -7350.8417 eV

Positions of all 13 atoms, in Å:
C -2.345 -1.269 0.444
C -1.148 0.877 -0.362
C -1.611 -0.406 0.109
C 1.625 -1.698 -0.503
C 1.210 0.711 0.549
C 0.090 1.491 -0.238
C 1.435 -0.606 -0.066
H -2.717 -2.225 0.813
H -1.572 1.368 -1.225
H 2.210 1.252 0.689
H 0.777 0.520 1.517
H 0.271 2.487 -0.614
H 1.776 -2.502 -1.112

natural (NBO) population analysis, charges in e, atoms 1 to 5:
1 C -0.198
2 C -0.295
3 C -0.046
4 C -0.248
5 C -0.540

---

DFT (ωB97M-V with the def2-TZVPD basis set) results for C7H6 in the gas phase at a distorted geometry.

Summary:
**Energy above the lowest of the compared OMol25 structures with the same formula, charge and spin**: 482.57 kJ/mol
**Frontier orbital gap (alpha / beta)**: 7.8 / 7.8 eV
**Largest force on an atom**: 0.0991 hartree/bohr
**Structure (SMILES)**: C1=C=C2C[C@H]2CC=1
**Charge**: 0
**DFT total energy**: -7348.4974 eV

Positions of all 13 atoms, in Å:
C 0.750 0.560 -1.545
C 0.225 -0.564 -1.881
C -0.610 -1.298 0.061
C -0.148 -1.544 -1.134
C 0.266 1.107 -0.220
C -0.339 -0.952 1.392
C -0.757 0.158 0.498
H 1.505 0.985 -2.055
H 1.286 1.169 0.507
H -0.198 2.051 -0.215
H -1.011 -1.232 2.258
H 0.765 -0.977 1.794
H -1.735 0.536 0.541

natural (NBO) population analysis, charges in e, atoms 1 to 5:
1 C -0.202
2 C 0.065
3 C -0.059
4 C -0.018
5 C -0.423

---

DFT (ωB97M-V with the def2-TZVPD basis set) results for a molecular structure, C7H6AlF13INO3P at a distorted geometry.

Summary:
**Frontier orbital gap**: 8.3 eV
**Largest force on an atom**: 0.0703 hartree/bohr
**Charge**: -1
**DFT total energy**: -74312.2638 eV

Positions of all 33 atoms, in Å:
O -2.152 -1.030 2.762
C -1.110 -1.445 2.251
N -0.627 -2.817 2.194
P -1.786 -4.005 1.602
O -3.324 -3.339 1.318
I -1.023 -4.664 -0.681
O -0.226 -0.449 1.701
C 0.231 0.432 2.754
C 1.143 1.634 2.239
C 0.563 2.372 0.934
F -0.847 2.217 0.817
F 0.752 3.771 1.171
C 1.216 1.875 -0.440
F 1.738 0.571 -0.212
F 0.183 1.776 -1.397
C 2.395 2.790 -0.991
F 1.963 4.085 -1.363
F 3.359 2.858 0.048
C 3.163 2.198 -2.274
F 2.525 1.123 -2.877
F 3.231 3.205 -3.263
F 4.509 1.888 -1.977
H -0.211 -3.136 3.074
H -3.978 -3.997 1.649
H 0.883 -0.178 3.482
H -0.605 0.881 3.378
H 1.151 2.426 3.072
H 2.244 1.339 2.111
F -1.795 -3.404 -3.413
Al -3.073 -2.476 -4.216
F -4.633 -2.855 -3.471
F -3.120 -2.904 -5.934
F -2.741 -0.746 -4.047

natural (NBO) population analysis, charges in e, atoms 1 to 5:
1 O -0.523
2 C 0.905
3 N -1.009
4 P 1.010
5 O -0.968

---

DFT (ωB97M-V with the def2-TZVPD basis set) results for a molecular structure, C7H6BF4NRhSe.

Summary:
**Energy above the lowest of the compared OMol25 structures with the same formula, charge and spin**: 0.00 kJ/mol
**Frontier orbital gap (alpha / beta)**: 5.6 / 5.6 eV
**Largest force on an atom**: 0.0140 hartree/bohr
**Charge**: +1
**DFT total energy**: -88742.9833 eV

Positions of all 21 atoms, in Å:
Rh 0.550 -0.127 0.043
C -0.685 -1.817 -0.748
C 0.673 -2.224 -0.742
C 1.420 -2.209 0.455
C 0.831 -1.706 1.629
C -0.515 -1.259 1.619
C -1.282 -1.362 0.442
H -1.239 -1.779 -1.676
H 1.153 -2.518 -1.666
H 2.461 -2.502 0.450
H 1.430 -1.601 2.524
H -0.937 -0.802 2.503
H -2.276 -0.938 0.410
F -1.040 3.959 -1.156
B -1.998 3.109 -0.837
F -2.485 3.094 0.392
F -2.594 2.401 -1.781
F -0.552 1.388 -0.367
Se 2.777 3.726 -0.836
C 2.298 2.152 -0.467
N 2.010 1.013 -0.191

natural (NBO) population analysis, charges in e, atoms 1 to 5:
1 Rh 1.020
2 C -0.189
3 C -0.146
4 C -0.204
5 C -0.150

---

DFT (ωB97M-V with the def2-TZVPD basis set) results for 2 unconnected molecules or ions with the total composition C7H6Br3NO2 at a distorted geometry.

Summary:
**Energy above the lowest of the compared OMol25 structures with the same formula, charge and spin**: 43.42 kJ/mol
**Frontier orbital gap (alpha / beta)**: 7.7 / 3.4 eV
**Largest force on an atom**: 0.0803 hartree/bohr
**2S+1**: 2
**Charge**: +1
**DFT total energy**: -223054.8969 eV

Positions of all 19 atoms, in Å:
C -24.119 24.599 10.515
Br -22.177 24.359 10.153
Br -25.132 23.048 9.769
Br -24.978 26.324 10.086
H -24.140 24.608 11.605
C -22.101 21.085 6.494
C -22.720 20.672 7.677
C -22.645 19.313 7.975
C -21.782 18.456 7.290
C -21.066 18.894 6.213
C -21.176 20.207 5.872
N -21.541 17.078 7.779
O -20.373 16.677 7.703
O -22.530 16.385 8.132
H -22.146 22.138 6.255
H -23.407 21.273 8.254
H -23.267 19.040 8.815
H -20.417 18.207 5.690
H -20.553 20.451 5.023

natural (NBO) population analysis, charges in e, atoms 1 to 5:
1 C -0.453
2 Br 0.065
3 Br 0.046
4 Br 0.131
5 H 0.228

---

What is the largest force on an atom in the first record?
0.1001 hartree/bohr